(1)
This record from the Open Molecules 2025 dataset describes a structure of composition C36H44N2SiSn. The level of theory is ωB97M-V with the def2-TZVPD basis set.

Calculated values
Gap between HOMO and LUMO (spin up / spin down) in eV: 2.39 / 2.26
Multiplicity: 1

Last column: Mulliken charge in e.
Element x y z (Å)
H (0.74977, 2.01310, 2.37957)  0.392
H (-2.28820, 2.13179, -0.75780)  0.443
Si (-0.32326, -1.52906, -3.72692)  -0.669
H (-4.24222, -2.60032, 5.34485)  0.357
C (4.21973, -0.97168, -4.47519)  -0.476
C (-2.87960, 2.17619, -4.87891)  -0.437
C (-3.63922, -0.68921, 2.37953)  -0.503
C (-3.81969, -1.72436, 5.84924)  -1.592
H (1.90268, -3.49518, -4.43202)  0.299
H (-2.62474, -0.24337, -2.48500)  0.182
C (2.32538, -2.48905, -4.35033)  -0.448
H (4.99080, -3.18352, 3.71426)  0.326
H (2.01769, 1.67714, 0.00581)  0.537
C (0.27146, 1.90221, 1.40237)  -0.424
C (-0.85350, 0.86939, -5.18864)  -0.116
C (1.49437, -1.40664, -4.00201)  0.713
C (0.52867, -1.32191, 2.64644)  -0.894
C (-5.35640, -0.18238, 4.62154)  -2.222
H (0.07326, 0.68483, -5.73553)  0.419
C (2.52522, -1.11789, 1.41879)  -0.493
C (-3.08244, -0.76305, 3.66116)  0.654
C (3.41409, 0.07334, -4.00917)  -0.830
H (4.95241, -3.68948, 5.41747)  0.446
H (4.37041, -1.39828, 2.45322)  0.369
H (4.32214, -3.08391, -4.92138)  0.388
H (-1.43290, 2.52582, -6.45112)  0.381
C (-1.20869, -3.01238, -4.58948)  -0.605
C (-0.92234, -1.15797, 2.61734)  -0.681
C (-3.89021, -0.49968, 4.92866)  1.989
C (-2.36440, 0.35643, -3.36004)  -0.143
C (4.50156, -0.98514, 5.29435)  -1.612
H (-4.07699, 1.65462, -3.15054)  0.433
H (3.65656, -4.19462, 4.31230)  0.357
C (-1.21554, 0.04272, -4.10967)  0.637
H (-1.99092, -2.50131, -3.97644)  0.201
C (-0.07006, 1.73105, -0.88204)  -0.248
C (-3.27806, 0.70457, 5.66802)  -1.533
H (5.16151, -0.74875, 4.45304)  0.299
H (0.69445, -1.83855, 4.71182)  0.450
H (2.99710, -0.89902, 0.45948)  0.470
H (-3.85425, 0.92919, 6.57729)  0.430
H (-5.84198, -1.02879, 4.12626)  0.397
H (-4.70028, -0.50023, 2.21475)  0.379
H (0.12049, 1.80973, -1.95263)  0.779
C (1.26125, -1.62954, 3.80552)  0.459
C (0.93782, 1.69960, 0.16566)  -1.156
H (-5.43883, 0.70474, 3.98409)  0.407
C (-1.11758, 2.05313, 1.15069)  -0.584
C (-1.34127, 1.96578, -0.23974)  -0.728
H (-4.39566, -1.54591, 6.76497)  0.447
H (-3.55923, 2.96426, -5.21316)  0.387
C (3.52522, -2.11890, 4.94856)  1.990
H (1.99589, -3.26288, 5.99520)  0.386
H (1.42102, 0.68325, -3.42874)  0.115
N (-1.48690, -1.01801, 1.37642)  -0.308
H (3.35392, -2.74561, 7.00982)  0.423
C (3.28570, -1.40037, 2.54235)  -1.068
H (3.83098, 1.06604, -3.83520)  0.420
H (-2.78741, -1.95628, 6.13238)  0.278
C (2.05289, -0.14167, -3.77469)  0.168
C (2.65777, -1.70219, 3.75852)  0.461
H (2.12886, -1.55883, 6.52348)  0.379
N (1.17252, -1.13624, 1.45605)  -0.394
H (-3.23019, -0.74520, 0.25641)  0.215
H (-0.81180, -3.90377, -4.09090)  0.304
H (5.26555, -0.78240, -4.72541)  0.387
C (4.33293, -3.37035, 4.57010)  -1.644
C (-2.82023, -0.81908, 1.26594)  -0.529
Sn (-0.09962, -0.66485, -0.31636)  0.461
C (3.68110, -2.25822, -4.61144)  -0.536
C (-3.18766, 1.42120, -3.74075)  -0.544
C (2.69070, -2.43876, 6.19101)  -2.089
H (3.94834, -0.07764, 5.56466)  0.360
H (-0.40904, -1.95255, -2.28069)  -0.138
H (-1.82804, -3.28791, -5.46293)  0.525
H (-2.23710, 0.51323, 5.95987)  0.311
H (-3.29370, 1.59592, 5.02487)  0.313
H (-1.87319, 2.27693, 1.91002)  0.478
C (-1.71444, -1.04352, 3.76495)  0.594
H (-5.89670, 0.01879, 5.55456)  0.437
H (-1.22287, -1.13856, 4.73204)  0.191
H (-0.39214, -2.46857, -5.19858)  0.233
C (-1.70015, 1.91536, -5.58491)  -0.665
H (5.12598, -1.27250, 6.14952)  0.452


(2)
This record from the Open Molecules 2025 dataset describes a cluster of 2 separate species, CH7NO2 in total. The level of theory is ωB97M-V with the def2-TZVPD basis set.

Calculated values
Gap between HOMO and LUMO in eV: 10.90
Multiplicity: 1

Last column: Mulliken charge in e.
Element x y z (Å)
O (-1.01190, 2.54826, -0.56910)  -0.671
H (0.21620, -0.28946, 1.52699)  0.300
O (0.47549, -2.05852, 0.67921)  -0.539
H (0.45495, -0.33925, -1.45665)  0.216
C (0.02709, -0.70523, 0.55454)  -0.399
H (1.61118, 0.04703, -0.43642)  0.240
H (-1.37767, 2.31833, 0.28404)  0.294
H (-0.04250, -2.64760, 0.11558)  0.312
H (-1.05745, -0.70048, 0.43410)  0.334
N (0.59528, 0.01987, -0.52477)  -0.454
H (-0.16940, 2.10724, -0.72829)  0.367


(3)
This record from the Open Molecules 2025 dataset describes a cluster of 2 separate species, C5H14 in total. The level of theory is ωB97M-V with the def2-TZVPD basis set.

Calculated values
Total charge: +1
Gap between HOMO and LUMO (spin up / spin down) in eV: 13.73 / 3.23
<S²>: 0.75
Multiplicity: 2

Last column: Mulliken charge in e.
Element x y z (Å)
H (-3.67279, -0.47430, 0.25417)  0.301
H (-1.43619, -0.25212, -1.43770)  0.341
H (-1.28585, -0.91977, 1.54574)  0.342
H (2.04124, 1.65682, 0.31077)  0.382
C (-1.30697, -1.23264, 0.51284)  -1.133
H (3.89031, -0.74555, -0.09535)  0.323
H (1.66501, 0.05654, -0.46846)  0.160
H (-3.21196, 1.14809, 0.48858)  0.343
H (3.87681, 0.49216, -1.30338)  0.358
C (-1.68234, -0.02524, -0.40541)  0.020
H (-0.44335, -1.71084, 0.05350)  0.338
H (-2.16860, -1.89588, 0.53979)  0.445
C (3.69595, 0.31128, -0.25399)  -0.792
C (2.25248, 0.59350, 0.30973)  -0.649
H (2.11309, 0.34932, 1.34141)  0.405
H (4.26747, 1.05461, 0.32902)  0.294
H (-3.65386, 0.68711, -1.13228)  0.330
H (-1.08328, 0.85388, -0.07786)  0.208
C (-3.13590, 0.34149, -0.24425)  -1.017


(4)
This record from the Open Molecules 2025 dataset describes the molecule C4H7NO2. The level of theory is ωB97M-V with the def2-TZVPD basis set.

Calculated values
Gap between HOMO and LUMO in eV: 10.65
Multiplicity: 1

Last column: Mulliken charge in e.
Element x y z (Å)
H (2.25374, 1.26709, -1.04017)  0.256
H (-2.09177, -1.22661, 0.67952)  0.383
H (-0.34587, -0.64352, -1.05612)  0.224
H (2.32647, -0.30200, -1.50454)  0.264
C (-1.07497, -1.00543, 1.01311)  -1.353
C (-1.03044, 1.13444, -0.34039)  -0.128
O (1.78319, -0.27346, 1.10258)  -0.526
H (-0.42574, 1.87408, -0.89880)  0.362
H (-1.15068, -0.44893, 1.95351)  0.297
C (1.14321, -0.01766, 0.11546)  0.255
O (-2.17770, 1.35963, -0.04500)  -0.471
H (-0.55911, -1.94727, 1.21890)  0.371
N (1.69842, 0.42370, -1.15003)  -0.512
C (-0.34876, -0.19407, -0.04803)  0.577


(5)
This record from the Open Molecules 2025 dataset describes the molecule C5H8N2. The level of theory is ωB97M-V with the def2-TZVPD basis set.

Calculated values
Gap between HOMO and LUMO in eV: 9.28
Multiplicity: 1

Last column: Mulliken charge in e.
Element x y z (Å)
H (-1.61083, 1.18721, -1.80613)  0.282
C (0.41256, -1.17248, -1.14792)  -0.287
H (-1.61526, 0.23896, 1.08845)  0.303
N (-0.70648, -0.71516, -1.69901)  -0.573
H (0.85613, 0.90295, -0.38238)  0.289
H (0.78520, -1.99526, -1.76422)  0.406
C (1.39438, -0.12418, 1.30785)  -0.514
C (0.47659, -0.89920, 0.33694)  0.088
C (-1.20582, 0.82073, 0.20698)  -0.454
H (1.52894, -0.48410, 2.48299)  0.239
H (2.41242, 0.19423, 0.85241)  0.211
N (-1.39795, 0.43262, -1.14164)  -0.011
H (-1.23629, 1.93209, 0.25064)  0.276
H (-0.49355, -0.93710, 0.89637)  0.215
C (0.39996, 0.61869, 0.51867)  -0.470


(6)
This record from the Open Molecules 2025 dataset describes the molecule C13H15F6N3O4S. The level of theory is ωB97M-V with the def2-TZVPD basis set.

Calculated values
Gap between HOMO and LUMO in eV: 9.22
Multiplicity: 1

Last column: Mulliken charge in e.
Element x y z (Å)
H (-2.50419, 3.55468, -0.82861)  0.500
F (2.86490, -2.21382, -0.52888)  -0.261
S (-0.20453, 2.95691, -1.44282)  -0.211
H (-4.25404, -2.09741, 2.08360)  0.399
C (-5.42709, -2.02275, 0.26297)  -1.256
O (-1.84069, -0.64191, 1.74022)  -0.623
C (-1.69000, 2.91926, -0.54822)  -0.317
C (0.40433, 1.73209, -0.34897)  0.203
C (-2.81707, -0.36327, -2.40423)  -0.969
C (1.79016, -0.17060, 0.09437)  0.961
H (-3.37542, -0.05711, -1.52255)  0.104
H (-3.63872, 2.04130, 1.18603)  0.315
H (-2.09245, 0.40999, -2.64752)  0.339
O (-1.27340, -1.61580, -0.98556)  -0.443
O (0.33704, -0.61173, -2.19686)  -0.605
C (2.20894, -0.02941, 1.59137)  0.354
N (-0.42226, 1.38071, 0.56421)  -0.097
H (-2.37110, 1.93647, 2.44641)  0.291
C (-4.16343, -1.73867, 1.05265)  -0.055
H (2.05468, 1.27466, -1.40233)  0.451
O (-3.95410, -0.31998, 1.08693)  -0.339
N (0.61475, -1.00421, 0.03583)  -0.275
C (-2.67067, 1.61730, 1.44542)  -0.514
H (-1.48181, -1.94849, -3.01340)  0.467
F (3.02009, -0.60298, -1.93758)  -0.256
H (-2.81193, -2.48703, -1.94400)  0.336
N (1.64651, 1.15704, -0.48233)  -0.427
H (-3.28354, -2.20823, 0.60106)  0.146
C (-2.74588, 0.09606, 1.45602)  0.556
C (-1.61286, 2.02570, 0.47064)  -0.289
C (2.96671, -0.89424, -0.63985)  0.574
H (-6.27595, -1.52407, 0.72294)  0.369
F (1.19209, 0.24215, 2.39751)  -0.145
H (-5.61142, -3.09292, 0.24756)  0.383
C (-0.08863, -1.03518, -1.15430)  0.441
H (0.02068, -1.04325, 0.86499)  0.528
F (2.76207, -1.15875, 2.04515)  -0.304
F (3.10375, 0.94581, 1.74685)  -0.293
C (-2.10278, -1.68374, -2.15225)  -0.428
F (4.15604, -0.54139, -0.14088)  -0.297
H (-5.32665, -1.66543, -0.75840)  0.255
H (-3.50170, -0.47469, -3.24020)  0.434


(7)
This record from the Open Molecules 2025 dataset describes a structure of composition C2H2FMgO2. The level of theory is ωB97M-V with the def2-TZVPD basis set.

Calculated values
Total charge: +1
Gap between HOMO and LUMO in eV: 7.45
Multiplicity: 1

Last column: Mulliken charge in e.
Element x y z (Å)
O (-1.21131, -1.60018, -0.13049)  -0.336
H (2.15048, 0.83329, -1.49205)  0.448
H (-0.62205, -2.17491, 0.37731)  0.363
C (1.56204, 0.40521, -0.68888)  -0.774
O (-1.15081, -0.30744, 0.54490)  -0.501
F (0.96122, 1.30092, 1.47537)  -0.100
C (1.19347, 0.54795, 0.48319)  0.670
Mg (-0.56297, -0.14834, -1.43233)  1.231


(8)
This record from the Open Molecules 2025 dataset describes a cluster of 2 separate species, C4H6N2 in total. The level of theory is ωB97M-V with the def2-TZVPD basis set.

Calculated values
Gap between HOMO and LUMO (spin up / spin down) in eV: 8.68 / 8.65
Multiplicity: 1

Last column: Mulliken charge in e.
Element x y z (Å)
H (-0.51040, 1.14308, -2.24558)  0.197
C (-0.53660, -0.38569, 0.83800)  -0.182
N (2.74018, 0.53864, -0.19628)  -0.408
C (0.75062, -1.05700, 0.41254)  -0.369
H (-0.42768, 0.50790, 1.46082)  0.457
C (1.84100, -0.13971, 0.06496)  0.259
H (-2.41792, -0.40671, 0.94113)  0.276
H (1.10032, -1.68755, 1.24092)  0.305
H (-0.88772, 2.54346, -1.29543)  0.200
N (-1.64180, -0.92722, 0.52923)  -0.597
H (0.53591, -1.71907, -0.43113)  0.251
C (-0.38618, 1.55271, -1.21882)  -0.390